(a)
Density functional theory data (the ωB97M-V functional and the def2-TZVPD basis) for the molecule C4H2N2OS.

As for the spin multiplicity: 1. The gap between HOMO and LUMO is 7.060 eV. The HOMO energy is -9.39 eV. Its SMILES is O=C1N=CN=C1C=S.

Atoms and positions in Å:
1 C -0.87 -0.36 1.60
2 C -0.22 0.06 0.31
3 C 0.91 0.99 -1.29
4 C 0.11 -0.92 -0.82
5 H -1.26 -1.33 1.67
6 H 1.54 1.84 -1.72
7 N 0.40 1.15 0.08
8 N 0.82 -0.21 -1.74
9 O -0.09 -2.08 -0.67
10 S -1.33 0.86 2.59

(b)
Density functional theory data (the ωB97M-V functional and the def2-TZVPD basis) for a cluster of 2 separate species, C4H2N2OS in total.

As for the spin multiplicity: 1. The gap between HOMO and LUMO is 8.458 eV. The HOMO energy is -8.90 eV.

Atoms and positions in Å:
1 C 0.02 2.07 -1.64
2 C 0.47 1.10 0.51
3 C -0.67 -1.87 -0.26
4 C 0.96 0.52 1.55
5 N 0.29 1.54 -0.64
6 N -1.08 -1.99 0.86
7 O 1.33 -0.09 2.46
8 S -0.67 -1.72 -1.80
9 H 0.16 1.99 -2.72
10 H -0.82 -1.54 1.69

Which structure loses on stability? (b) does.

(a)
Density functional theory data (the ωB97M-V functional and the def2-TZVPD basis) for a cluster of 3 separate species, C5H17NO3 in total.

As for the spin multiplicity: 1. The gap between HOMO and LUMO is 9.354 eV. The HOMO energy is -8.77 eV. Its SMILES is CCCCNCO.O.O.

Atoms and positions in Å:
1 C -1.25 -1.28 0.46
2 N 0.07 -1.84 0.12
3 C 0.26 -2.32 -1.21
4 O 0.29 -1.30 -2.19
5 C -1.09 -0.11 1.44
6 C -0.74 1.21 0.77
7 C -1.03 2.42 1.70
8 H -1.81 -2.06 0.97
9 H -1.77 -0.93 -0.43
10 H 0.79 -1.19 0.39
11 H 1.19 -2.83 -1.19
12 H -0.42 -3.15 -1.39
13 H -0.51 -1.25 -2.72
14 H -1.98 -0.07 2.06
15 H -0.28 -0.40 2.11
16 H -1.37 1.27 -0.12
17 H 0.28 1.23 0.37
18 H -1.64 3.12 1.12
19 H -0.09 2.93 1.92
20 H -1.50 2.17 2.65
21 H 2.60 0.61 -0.62
22 H 3.12 0.36 0.86
23 O 2.73 -0.05 0.08
24 H 0.99 0.47 -2.28
25 H 1.52 1.81 -2.80
26 O 1.62 1.18 -2.08

(b)
Density functional theory data (the ωB97M-V functional and the def2-TZVPD basis) for a cluster of 4 separate species, C5H17NO3 in total.

As for the spin multiplicity: 1. The gap between HOMO and LUMO is 8.193 eV. The HOMO energy is -7.57 eV. Its SMILES is CC/C=C(/C)N.O.O.O.

Atoms and positions in Å:
1 C 1.26 -1.78 0.95
2 C -0.24 -1.87 1.29
3 N -1.27 0.90 1.07
4 C -1.66 -0.09 0.20
5 C -1.16 -1.34 0.22
6 C -2.73 0.29 -0.79
7 H 1.47 -2.36 0.04
8 H 1.86 -2.19 1.76
9 H 1.57 -0.75 0.76
10 H -0.48 -2.92 1.46
11 H -0.43 -1.38 2.24
12 H -1.64 1.83 0.96
13 H -0.34 0.86 1.47
14 H -1.55 -2.06 -0.49
15 H -2.92 1.36 -0.81
16 H -3.67 -0.20 -0.53
17 H -2.45 0.02 -1.81
18 H 2.17 1.72 2.04
19 H 1.85 1.87 0.52
20 O 1.44 1.84 1.42
21 H 2.52 2.80 -1.62
22 H 1.88 1.37 -1.68
23 O 2.52 1.92 -1.17
24 H 0.06 0.20 -1.99
25 H 1.19 -0.43 -2.86
26 O 0.77 0.41 -2.64

Which structure loses on stability? (a) does.

(a)
Density functional theory data (the ωB97M-V functional and the def2-TZVPD basis) for a cluster of 2 separate species, F2H2S in total.

As for the spin multiplicity: 1. The gap between HOMO and LUMO is 8.830 eV. The HOMO energy is -9.79 eV. Its SMILES is FF.S.

Atoms and positions in Å:
1 H -2.33 -0.54 0.09
2 H -0.75 0.29 0.86
3 F 2.32 -0.58 -0.28
4 F 1.99 0.76 -0.29
5 S -1.23 0.07 -0.37

(b)
Density functional theory data (the ωB97M-V functional and the def2-TZVPD basis) for a cluster of 3 separate species, F2H2S in total.

As for the spin multiplicity: 1. The gap between HOMO and LUMO is 4.649 eV. The HOMO energy is -10.16 eV.

Atoms and positions in Å:
1 H -0.31 -1.55 -0.67
2 H -0.36 -1.85 -1.96
3 F -0.37 0.60 1.76
4 F 1.12 0.96 0.78
5 S -0.38 -0.66 -1.26

Which structure loses on stability? (b) does.

(a)
Density functional theory data (the ωB97M-V functional and the def2-TZVPD basis) for a cluster of 2 separate species, C5H13ClNS in total.

As for the spin multiplicity: 1. The gap between HOMO and LUMO is 9.888 eV. The HOMO energy is -13.14 eV. Its net charge is +1.

Atoms and positions in Å:
1 C -0.56 1.48 -0.41
2 C 0.37 -0.15 -2.10
3 C -0.99 -0.83 2.07
4 C 0.08 0.16 -0.62
5 C -0.70 -1.07 0.00
6 N 1.45 0.35 0.14
7 S 0.26 -2.58 0.18
8 Cl -2.28 -1.16 -0.83
9 H -0.43 1.72 0.72
10 H -0.33 2.41 -0.96
11 H -1.67 1.33 -0.48
12 H 0.55 0.82 -2.65
13 H -0.42 -0.63 -2.62
14 H 1.26 -0.86 -2.00
15 H -0.10 -1.40 2.54
16 H -1.79 -1.34 2.31
17 H -1.09 0.21 2.34
18 H 1.45 0.72 1.06
19 H 1.94 0.98 -0.55
20 H 1.72 -0.63 0.20
21 H -0.15 -3.43 -0.77

(b)
Density functional theory data (the ωB97M-V functional and the def2-TZVPD basis) for a cluster of 2 separate species, C5H13ClNS in total.

As for the spin multiplicity: 1. The gap between HOMO and LUMO is 6.848 eV. The HOMO energy is -11.69 eV. Its net charge is +1.

Atoms and positions in Å:
1 C 2.09 -0.39 0.21
2 C 0.96 1.59 0.88
3 C 1.02 0.96 -1.54
4 C -2.84 -0.55 -0.07
5 C -1.67 -0.91 0.79
6 N 1.12 0.58 -0.14
7 S -1.86 -1.88 -0.95
8 Cl -1.88 -1.95 2.20
9 H 1.79 -0.68 1.26
10 H 1.99 -1.26 -0.46
11 H 3.09 -0.07 0.24
12 H 0.07 2.18 1.04
13 H 1.07 0.82 1.77
14 H 1.86 2.29 0.91
15 H 0.15 1.65 -1.71
16 H 1.90 1.44 -1.99
17 H 1.03 0.00 -2.19
18 H -2.76 0.37 -0.76
19 H -3.93 -0.93 0.13
20 H -0.81 -0.29 0.72
21 H -2.38 -2.97 -0.34

Which structure loses on stability? (b) does.

(a)
Density functional theory data (the ωB97M-V functional and the def2-TZVPD basis) for a cluster of 3 separate species, C2H10N2O3 in total.

As for the spin multiplicity: 1. The gap between HOMO and LUMO is 10.844 eV. The HOMO energy is -10.42 eV. Its SMILES is NCC(N)=O.O.O.

Atoms and positions in Å:
1 N 0.44 0.05 1.50
2 C 0.38 -0.85 0.26
3 C 0.11 -0.16 -0.95
4 N 0.94 1.00 -1.12
5 O -0.63 -0.64 -1.86
6 H 0.14 -0.53 2.27
7 H -0.35 0.69 1.31
8 H -0.49 -1.40 0.64
9 H 1.38 -1.46 0.15
10 H 1.65 1.06 -0.44
11 H 0.76 1.46 -1.97
12 H 1.07 2.29 1.77
13 H -0.02 3.46 1.60
14 O 0.85 3.16 1.34
15 H -1.50 -2.20 -1.51
16 H -2.73 -2.89 -1.74
17 O -1.99 -3.04 -1.26

(b)
Density functional theory data (the ωB97M-V functional and the def2-TZVPD basis) for a cluster of 3 separate species, C2H10N2O3 in total.

As for the spin multiplicity: 1. The gap between HOMO and LUMO is 10.499 eV. The HOMO energy is -9.59 eV. Its SMILES is COON.C=O.N.

Atoms and positions in Å:
1 C 1.95 1.39 0.12
2 N 0.52 -1.88 -0.63
3 O -0.71 -1.40 -0.49
4 O 2.44 0.29 0.21
5 H 1.25 -1.28 -0.23
6 H 0.73 -2.15 -1.59
7 H 2.58 2.29 0.21
8 H 1.02 1.57 -0.44
9 H 0.07 0.92 2.52
10 C -2.23 0.25 -1.26
11 N 0.50 0.01 2.17
12 O -0.87 -0.01 -1.10
13 H 0.67 -0.67 2.91
14 H -0.19 -0.37 1.53
15 H -2.74 0.29 -0.29
16 H -2.71 -0.49 -1.90
17 H -2.28 1.22 -1.74

Which structure loses on stability? (b) does.

(a)
Density functional theory data (the ωB97M-V functional and the def2-TZVPD basis) for a cluster of 2 separate species, CNO4 in total.

As for the spin multiplicity: 1. The gap between HOMO and LUMO is 6.108 eV. The HOMO energy is -2.63 eV. Its net charge is -1.

Atoms and positions in Å:
1 C 1.84 -0.12 0.05
2 N -2.20 0.40 -0.06
3 O 2.17 0.62 0.87
4 O -2.33 -0.74 0.41
5 O 1.65 -0.89 -0.74
6 O -1.13 0.74 -0.54

(b)
Density functional theory data (the ωB97M-V functional and the def2-TZVPD basis) for the ion CNO4 with charge -1.

As for the spin multiplicity: 1. The gap between HOMO and LUMO is 9.269 eV. The HOMO energy is -4.90 eV. Its net charge is -1. Its SMILES is O=C([O-])[N+](=O)[O-].

Atoms and positions in Å:
1 C -0.11 0.59 -0.50
2 N 0.03 -0.43 0.59
3 O 0.53 -0.14 -1.56
4 O -0.73 1.60 -0.32
5 O -0.81 -1.28 0.79
6 O 1.11 -0.35 1.15

Which structure loses on stability? (b) does.